This record from OMol25 describes a structure of composition C46H47BrN5OP2PdSi2. The level of theory is the ωB97M-V functional and the def2-TZVPD basis.

CARTESIAN COORDINATES (ANGSTROEM)
Pd 0.161311 0.127205 0.632976
C 5.351907 0.356434 0.175792
Si 3.782628 -0.551460 -0.370865
C 4.226340 -1.510723 -1.931548
C 3.483177 -1.814065 0.995983
N 2.418504 0.400385 -0.688000
P 1.995473 1.912916 -0.539177
C 0.384621 2.185505 0.000417
P -1.108921 1.905168 -0.722112
N -1.297397 0.287587 -0.912008
Si -2.786894 -0.558312 -0.584404
C -4.232864 0.223586 -1.516059
C -2.690717 -2.318828 -1.249354
C -3.253687 -0.662811 1.239029
C -1.596131 2.699432 -2.294407
C -1.624500 1.928513 -3.450073
C -1.894617 2.515218 -4.680014
C -2.128703 3.879421 -4.762777
C -2.084773 4.661907 -3.613909
C -1.815105 4.074121 -2.388195
C -2.347989 2.578015 0.456601
C -3.552116 3.161493 0.074041
C -4.452848 3.631119 1.022985
C -4.163247 3.512906 2.373241
C -2.965948 2.929476 2.768556
C -2.064055 2.476597 1.820337
C 3.012475 2.692205 0.775023
C 2.910234 2.130968 2.050292
C 3.624257 2.654045 3.114553
C 4.452271 3.756236 2.927614
C 4.548832 4.330285 1.670758
C 3.829822 3.802513 0.602739
C 2.481544 2.859890 -2.031368
C 1.602100 3.651561 -2.752539
C 1.997288 4.277098 -3.929785
C 3.292635 4.121232 -4.395812
C 4.189010 3.335917 -3.678475
C 3.782840 2.708484 -2.512404
H 6.177029 -0.363508 0.160665
H 5.257478 0.739769 1.194188
H 5.637746 1.198073 -0.457735
H 5.062419 -2.196690 -1.767548
H 4.496328 -0.830323 -2.743811
H 3.366499 -2.098010 -2.264868
H 4.434926 -2.194178 1.378935
H 2.896673 -2.670294 0.655242
H 2.948320 -1.352200 1.830720
H -3.933662 0.589400 -2.501522
H -4.674375 1.055184 -0.968724
H -5.014458 -0.526881 -1.664944
H -2.105571 -2.380148 -2.169740
H -3.703907 -2.665587 -1.476892
H -2.270963 -3.023215 -0.530088
H -3.994668 0.092822 1.510453
H -2.384070 -0.519495 1.885161
H -3.673431 -1.649493 1.459143
H -1.422607 0.866901 -3.371818
H -1.910162 1.906327 -5.575388
H -2.341940 4.336249 -5.721479
H -2.256487 5.729463 -3.675554
H -1.760746 4.687600 -1.495452
H -3.810244 3.244305 -0.973984
H -5.382377 4.084921 0.701098
H -4.862900 3.877782 3.115442
H -2.729321 2.827087 3.820313
H -1.117682 2.048030 2.128766
H 2.262816 1.275458 2.218887
H 3.530167 2.201097 4.094022
H 5.011089 4.165943 3.760328
H 5.182938 5.194778 1.513391
H 3.914164 4.271499 -0.369686
H 0.598130 3.796395 -2.389661
H 1.284376 4.882679 -4.476530
H 3.605014 4.603516 -5.314122
H 5.204288 3.206804 -4.033606
H 4.480936 2.077522 -1.976713
Br -5.399798 -5.541372 -0.862641
C -3.994456 -5.832402 0.376180
C -3.266655 -7.008423 0.325432
C -2.243993 -7.203822 1.238959
C -1.909782 -6.228760 2.176543
C -2.671276 -5.057563 2.218762
C -3.715757 -4.867385 1.330913
N -0.908617 -6.613048 3.115089
N -0.212816 -5.803675 3.763510
C 0.026361 -4.481001 3.392047
C 0.285303 -3.617406 4.456186
C 0.429824 -2.248888 4.326726
C 0.357660 -1.636512 3.057503
O 0.518096 -0.399036 2.846952
C 0.168150 -2.550641 1.926454
N 0.181570 -1.960699 0.710494
C 0.267733 -2.676770 -0.385366
C 0.330721 -4.075715 -0.328970
C 0.211784 -4.702122 0.881607
C 0.091190 -3.944749 2.070953
H -3.501889 -7.767094 -0.408346
H -1.680062 -8.128146 1.244035
H -2.470949 -4.293146 2.957536
H -4.299632 -3.957567 1.369398
H 0.334021 -4.079839 5.435990
H 0.622928 -1.617136 5.183208
H 0.288174 -2.122689 -1.315923
H 0.448546 -4.643285 -1.241977
H 0.245147 -5.781952 0.934164

Cartesian forces, eV/Å:
Pd 0.04 -0.42 -0.49
C -0.01 -0.02 -0.01
Si -0.01 -0.02 -0.04
C 0.01 0.00 0.01
C 0.00 0.04 0.01
N 0.10 -0.02 0.07
P 0.03 0.24 0.27
C 0.07 -0.45 -0.26
P -0.30 -0.04 0.05
N -0.19 0.29 0.33
Si 0.07 -0.09 -0.17
C 0.02 -0.01 -0.04
C -0.05 -0.01 0.02
C 0.00 -0.02 0.00
C 0.23 0.14 0.02
C 0.00 -0.02 -0.02
C 0.01 0.00 0.00
C -0.01 0.01 0.01
C 0.01 -0.02 -0.01
C -0.02 0.02 0.00
C -0.01 0.04 0.04
C -0.07 -0.08 -0.03
C -0.01 -0.01 0.03
C -0.01 0.01 -0.01
C 0.02 -0.03 -0.01
C 0.01 0.05 0.01
C -0.04 0.11 0.04
C 0.03 -0.04 0.04
C 0.00 -0.01 -0.02
C -0.01 0.01 -0.02
C 0.01 -0.01 0.01
C 0.02 -0.01 -0.02
C 0.02 -0.10 -0.06
C -0.02 0.16 0.08
C 0.01 0.00 0.01
C 0.00 -0.01 0.01
C -0.01 0.02 0.00
C -0.01 -0.10 -0.07
H 0.01 0.02 0.03
H -0.01 -0.01 0.01
H -0.01 -0.01 -0.03
H 0.00 0.00 0.01
H -0.01 0.00 0.00
H 0.00 0.01 0.00
H 0.00 -0.02 -0.02
H -0.02 -0.01 -0.01
H 0.01 0.01 0.01
H -0.01 -0.02 0.00
H 0.00 0.03 0.01
H 0.00 -0.01 0.02
H -0.01 0.01 -0.01
H 0.01 0.01 0.01
H 0.02 0.01 0.00
H 0.01 0.02 0.00
H 0.02 -0.03 -0.02
H -0.03 0.03 0.00
H 0.00 0.00 0.00
H -0.01 0.00 0.00
H 0.01 0.00 0.00
H 0.00 0.00 0.00
H -0.01 -0.01 0.00
H 0.02 0.01 0.01
H 0.00 0.00 0.00
H -0.01 -0.01 0.00
H 0.00 0.02 0.00
H 0.00 0.01 0.00
H -0.01 0.01 -0.01
H 0.00 0.00 0.00
H 0.00 0.00 0.00
H 0.01 0.00 0.01
H -0.02 -0.01 0.00
H 0.00 -0.01 0.02
H 0.00 0.00 0.00
H 0.00 0.00 0.00
H 0.00 0.00 0.00
H -0.02 -0.01 0.01
Br -0.02 0.00 -0.02
C 0.03 -0.01 0.04
C 0.00 0.02 0.00
C 0.05 0.01 -0.04
C 0.14 -0.02 -0.33
C -0.09 -0.04 0.20
C -0.01 0.01 -0.04
N -0.70 -0.12 0.30
N 0.70 0.05 -0.17
C -0.15 0.17 0.24
C -0.08 -0.07 0.04
C -0.02 0.02 -0.08
C 0.01 -0.01 -0.09
O 0.11 0.20 0.03
C 0.06 0.08 0.10
N -0.07 0.06 0.08
C 0.03 0.02 0.06
C 0.00 -0.02 0.00
C 0.02 -0.01 0.00
C 0.06 -0.04 -0.17
H 0.00 0.01 -0.01
H 0.00 0.00 -0.01
H 0.05 0.00 -0.02
H -0.01 -0.01 0.00
H 0.00 0.04 0.02
H 0.01 -0.03 0.02
H -0.01 -0.02 -0.01
H 0.00 0.00 0.00
H 0.01 0.02 0.00

Output
multiplicity = 1
largest force on an atom = 0.015 Eh/bohr
HOMO-LUMO gap = 0.2392 hartree
charge = -1
E_HOMO = -4.57 eV
total energy = -6093.86224 hartree